DFT (ωB97M-V/def2-TZVPD) results for 7 unconnected molecules or ions with the total composition C57H122N6O7 at a distorted geometry.

Cartesian coordinates (Å):
C  -2.380512  -4.836057  2.453758
C  -3.150687  -6.089214  2.069283
C  -4.341368  -5.627997  1.189998
C  -2.204361  -6.882827  1.141291
C  -1.047189  -7.461797  1.885857
C  -1.576959  -8.456713  3.016941
C  -2.692649  -7.788641  3.953102
C  -3.557806  -8.976003  4.557549
C  -1.906684  -7.099416  5.096577
N  -3.591856  -6.927873  3.165147
O  -4.493599  -6.285785  3.909896
H  -2.960994  -4.107293  3.019477
H  -1.556558  -5.015088  3.144524
H  -1.909457  -4.328601  1.611919
H  -4.212010  -4.975934  0.326188
H  -4.787564  -6.565625  0.858526
H  -5.130098  -5.097854  1.723815
H  -2.752581  -7.734571  0.738692
H  -1.988463  -6.439844  0.169054
H  -0.469127  -8.020762  1.149993
H  -0.429809  -6.714649  2.384574
H  -0.672305  -8.838967  3.489783
H  -2.036437  -9.336937  2.567296
H  -4.317131  -8.588873  5.237009
H  -2.878952  -9.667894  5.056095
H  -4.145862  -9.434886  3.762740
H  -2.538733  -6.780135  5.925224
H  -1.260834  -6.263858  4.826732
H  -1.224128  -7.817287  5.551417
H  -5.292800  -6.764155  3.677406
C  -2.265354  -1.560221  -4.110350
C  -0.883521  -0.973270  -3.790091
C  0.061044  -1.981989  -3.056865
C  -0.341773  -0.719808  -5.190040
C  0.843401  0.227154  -5.295327
C  0.422612  1.562209  -4.664428
C  -0.014695  1.353645  -3.194896
C  1.241632  1.184066  -2.301675
C  -0.671139  2.712768  -2.860426
N  -1.033673  0.282062  -3.082522
O  -1.661442  0.199569  -1.827878
H  -3.034138  -0.874650  -4.466820
H  -2.195069  -2.374730  -4.831275
H  -2.659274  -1.988871  -3.188842
H  -0.076041  -1.902534  -1.978437
H  -0.164529  -2.987751  -3.411322
H  1.051028  -1.696426  -3.412506
H  0.066333  -1.662905  -5.553498
H  -1.126026  -0.442318  -5.894343
H  1.712821  -0.234283  -4.827045
H  1.124209  0.322520  -6.344211
H  -0.326704  2.045258  -5.291546
H  1.270521  2.235628  -4.789498
H  0.943772  1.379869  -1.271604
H  2.039267  1.869180  -2.588886
H  1.573811  0.159351  -2.468184
H  -0.854299  2.712528  -1.785926
H  -1.637253  2.822447  -3.353077
H  -0.049292  3.491136  -3.302638
H  -2.317829  0.896424  -1.899551
C  7.220791  -5.383316  -5.493128
C  7.443179  -3.988084  -5.046335
C  6.125629  -3.172237  -5.468529
C  7.551457  -3.935070  -3.543991
C  8.101349  -2.699445  -2.905175
C  9.467957  -2.388684  -3.649961
C  9.419452  -2.293554  -5.182176
C  8.795609  -0.938289  -5.575963
C  10.843231  -2.342593  -5.755759
N  8.692177  -3.491238  -5.705381
O  8.822651  -3.659755  -7.079482
H  6.915541  -5.426641  -6.538614
H  8.104123  -6.000117  -5.327635
H  6.499213  -5.925825  -4.882296
H  6.176267  -2.861739  -6.512143
H  5.170902  -3.684705  -5.350387
H  5.995786  -2.226779  -4.941886
H  6.573575  -4.021299  -3.070273
H  8.223004  -4.758385  -3.300503
H  7.330780  -1.944470  -3.061175
H  8.255044  -2.863464  -1.838612
H  10.335995  -2.971176  -3.341211
H  9.652494  -1.387832  -3.259643
H  7.813584  -0.901642  -5.104376
H  8.626028  -0.969045  -6.652255
H  9.392831  -0.049564  -5.372033
H  11.309873  -3.327284  -5.728952
H  11.492898  -1.715523  -5.145164
H  10.828092  -1.971509  -6.780542
H  9.323083  -4.476825  -7.139125
C  4.911248  0.363676  5.781953
C  5.647684  -0.248505  4.490708
C  6.509948  0.901052  3.943202
C  6.627458  -1.385941  4.916651
C  6.015999  -2.725835  4.903946
C  5.062310  -2.978586  3.686320
C  3.955164  -1.926423  3.510374
C  3.290454  -2.248407  2.114873
C  2.956185  -2.116314  4.663485
N  4.650973  -0.609131  3.472258
O  3.814028  0.455588  3.089297
H  4.114268  1.009000  5.412530
H  4.519456  -0.449324  6.393206
H  5.550086  1.009494  6.384368
H  7.049286  0.503532  3.083429
H  5.984795  1.797762  3.614214
H  7.291173  1.277151  4.603760
H  7.598474  -1.284264  4.431990
H  6.863816  -1.090773  5.938953
H  6.835398  -3.444612  4.910945
H  5.584065  -2.935433  5.882505
H  4.633461  -3.931249  3.997168
H  5.660229  -3.088403  2.781603
H  2.719564  -3.168320  2.241124
H  3.964246  -2.157078  1.262948
H  2.539639  -1.497135  1.870004
H  2.578856  -3.138850  4.650834
H  2.125873  -1.438107  4.466747
H  3.199033  -1.874656  5.698245
H  4.308373  0.834777  2.358927
C  -0.572534  5.867512  2.985750
C  -1.492146  5.732853  4.227702
C  -0.877222  4.711705  5.214745
C  -1.358861  7.094187  5.043755
C  -2.156990  8.252169  4.463862
C  -3.667789  7.875814  4.447143
C  -3.899367  6.573283  3.605314
C  -5.349615  6.212051  3.934242
C  -3.803244  6.903207  2.049412
N  -2.928402  5.463153  4.003025
O  -3.171022  4.276357  3.322952
H  -0.246448  6.897525  2.841427
H  0.304618  5.225921  3.069837
H  -1.078681  5.596705  2.059159
H  -1.502309  4.589634  6.099325
H  -0.816599  3.721747  4.762639
H  0.079969  5.008772  5.643281
H  -1.512943  6.857850  6.096607
H  -0.322834  7.431889  5.017336
H  -1.919403  9.083136  5.128049
H  -1.753498  8.500566  3.482235
H  -4.223119  8.750601  4.108828
H  -3.991468  7.603887  5.451820
H  -5.954231  7.116452  4.002047
H  -5.486683  5.672829  4.871548
H  -5.873866  5.627051  3.178567
H  -4.210434  7.903819  1.904333
H  -4.162953  6.045416  1.481161
H  -2.805070  7.030123  1.630324
H  -3.209295  3.599641  4.002800
C  -8.507338  -1.334779  -2.331522
C  -9.018465  -0.149463  -1.554697
C  -10.628758  -0.151527  -1.428186
C  -8.452902  -0.191078  -0.087972
C  -7.041928  0.347823  0.059614
C  -6.991917  1.782325  -0.558623
C  -7.448109  1.870201  -2.048747
C  -7.654739  3.377310  -2.372295
C  -6.268652  1.349256  -2.819542
N  -8.677086  1.147748  -2.158986
O  -9.295617  1.249491  -3.368271
H  -8.854434  -1.302289  -3.364264
H  -7.423613  -1.449728  -2.310857
H  -8.760007  -2.320501  -1.940878
H  -10.972819  -0.305281  -2.450962
H  -11.005067  -0.926701  -0.760664
H  -11.013446  0.817239  -1.109433
H  -9.162161  0.283160  0.590376
H  -8.445085  -1.248755  0.175383
H  -6.938763  0.508062  1.132821
H  -6.224533  -0.235090  -0.364851
H  -6.001718  2.209624  -0.400425
H  -7.604425  2.336336  0.152714
H  -8.499341  3.755574  -1.796391
H  -7.906982  3.444478  -3.430584
H  -6.766973  3.980200  -2.181248
H  -6.339848  1.362373  -3.907133
H  -6.174741  0.293349  -2.565870
H  -5.438154  1.943655  -2.438658
H  -10.139435  1.673335  -3.195292
C  2.242067  10.633178  -1.765644
C  1.600207  9.187387  -1.737927
C  0.084301  9.060243  -1.652829
O  1.892703  8.533668  -2.957583
H  3.314551  10.637151  -1.571032
H  1.773230  11.296476  -1.038785
H  1.999579  11.108021  -2.716340
H  2.067570  8.691263  -0.887328
H  -0.291015  8.039685  -1.728211
H  -0.410785  9.627951  -2.440670
H  -0.333198  9.509074  -0.751522
H  1.085263  8.564583  -3.475931

Forces on the atoms, in the same order (eV/Å):
C 0.673 0.854 1.343
C 1.218 1.530 -2.022
C -1.124 -0.945 0.594
C -1.282 -0.954 -0.026
C -0.332 -1.201 0.948
C -0.662 1.237 -1.420
C 1.391 -0.994 0.169
C 0.381 1.493 -0.576
C -0.197 -0.088 0.588
N 2.238 -2.015 -2.402
O -1.972 1.041 1.940
H -0.450 0.035 -0.255
H 0.129 -0.398 -0.058
H -0.346 -0.066 -0.262
H 1.036 -0.247 0.003
H -0.307 0.008 -0.384
H 0.138 -0.091 0.552
H -0.463 -0.472 0.362
H 0.436 1.071 0.465
H 0.452 -0.078 0.325
H 0.159 0.062 -0.258
H -0.351 0.210 0.830
H -0.085 0.067 -0.402
H 0.295 0.065 0.392
H -0.279 -0.128 0.005
H 0.410 -0.298 -0.184
H -0.264 0.220 -0.168
H -0.269 0.056 -0.391
H -0.039 -0.290 -0.091
H -0.524 0.329 0.380
C -0.427 -0.870 1.440
C -0.519 -0.273 -0.329
C -0.897 0.663 -0.868
C 1.390 -0.172 -0.662
C -0.827 0.305 0.005
C 0.938 -1.321 -0.747
C -0.009 1.399 -0.411
C -0.843 -0.401 -0.510
C -0.366 -0.959 0.106
N 0.460 1.339 -1.801
O 0.596 -0.194 0.156
H 0.445 0.429 -0.067
H 0.195 -0.029 -0.012
H -0.256 -0.174 0.064
H 0.245 -0.089 -0.063
H 0.111 -0.098 0.154
H 0.265 -0.354 0.612
H -0.437 -0.450 -0.015
H -0.106 0.280 0.176
H 0.108 0.261 0.347
H -0.062 0.219 -0.095
H -0.570 -0.326 0.185
H 0.125 0.237 0.805
H 0.268 -0.342 0.108
H -0.096 0.069 0.010
H 0.325 0.089 0.517
H 0.276 0.836 0.066
H -0.135 -0.250 -0.137
H 0.142 0.249 0.831
H -0.363 -0.073 0.157
C 0.055 -1.615 -0.110
C -1.631 2.356 -1.528
C 0.720 0.482 -0.317
C 0.386 -0.738 0.853
C 1.513 -0.404 -1.908
C -0.992 1.310 1.141
C -0.034 -0.387 -0.183
C -0.693 -0.939 -0.639
C 0.015 0.208 0.249
N 0.368 0.347 2.745
O -0.745 0.139 -0.280
H 0.059 -0.116 0.039
H 0.442 0.139 -0.326
H -0.513 0.422 -0.037
H 0.171 -0.266 -0.208
H 0.240 -0.511 0.183
H 0.284 0.017 0.350
H -0.234 -0.957 -0.391
H -0.193 -0.340 0.481
H 0.461 0.622 0.156
H 0.035 0.158 -0.058
H -0.412 -0.562 0.215
H 0.675 0.299 -0.340
H 0.025 0.495 0.048
H -0.077 0.125 -0.135
H 0.083 -0.226 0.345
H -0.315 -0.202 -0.032
H -0.027 0.313 -0.096
H 0.193 -0.071 0.034
H 0.132 -0.092 -0.244
C 0.275 -0.600 -1.059
C -0.478 2.072 1.651
C 0.451 -0.138 -0.864
C -0.420 2.173 0.402
C 0.071 -1.022 -0.444
C 0.964 -0.106 1.736
C 1.153 -0.132 -0.149
C -0.620 1.396 1.344
C -1.182 0.609 -0.505
N 0.958 -1.836 -0.748
O -0.085 -0.007 0.528
H -0.215 -0.204 0.108
H -0.102 0.220 0.117
H 0.313 -0.260 -0.021
H 0.029 0.082 -0.300
H -0.413 -0.160 0.091
H -0.159 -0.359 0.494
H -0.238 -0.258 -0.694
H 0.145 -0.156 0.218
H -0.010 -0.338 -0.434
H -0.800 0.136 -0.165
H -0.409 -0.177 -0.807
H -0.067 -0.004 -0.033
H 0.462 -0.303 -0.470
H 0.363 -0.722 0.307
H -0.204 0.189 0.325
H -0.111 -0.007 -0.050
H -0.366 -0.103 -0.087
H 0.855 -0.114 -0.276
H -0.174 0.129 -0.230
C -0.513 -0.224 -0.452
C 0.859 1.548 1.002
C -0.939 -0.652 -0.094
C 0.162 -0.745 -0.962
C -0.604 -0.815 1.149
C 2.129 -0.629 -0.215
C 0.715 0.286 -1.228
C -0.625 -0.566 -0.353
C 0.773 -0.179 1.110
N -0.399 2.027 1.803
O 0.100 -0.190 -1.027
H 0.097 0.003 0.078
H 0.034 0.082 0.039
H -0.091 -0.238 0.061
H -0.406 0.116 -0.052
H 0.359 -0.066 -0.075
H 0.222 0.125 -0.621
H -0.717 0.360 0.062
H 0.324 -0.467 -0.153
H -0.438 0.399 -0.143
H -0.256 -0.008 -0.182
H -0.436 -0.440 -0.291
H 0.090 0.324 0.219
H 0.161 0.206 0.065
H 0.387 0.073 0.140
H 0.366 -0.262 -0.205
H -0.914 -0.415 -0.447
H -0.777 0.461 -0.113
H 0.511 -0.098 0.675
H -0.170 -0.024 0.185
C 0.285 -0.910 -0.592
C -0.762 0.809 2.144
C 1.652 -0.187 -0.953
C -0.108 -0.929 -1.380
C -0.357 1.731 -0.328
C -0.464 -0.803 0.972
C 0.744 1.145 1.560
C -0.576 -0.901 -0.334
C 0.164 -0.728 -0.372
N -0.873 -0.333 2.003
O -0.202 0.196 -2.146
H 0.153 0.045 -0.072
H 0.219 0.673 -0.205
H -0.823 0.124 0.314
H -0.438 -0.298 0.141
H 0.158 -0.089 -0.123
H 0.291 0.057 0.228
H 0.203 0.362 -0.010
H -0.147 -0.125 0.199
H 0.731 -0.333 0.041
H -0.285 -0.484 0.229
H 0.159 -0.044 -0.421
H -0.554 0.515 -0.536
H 0.054 0.103 0.073
H 0.017 0.240 -0.045
H 0.039 -0.185 0.092
H -0.126 0.439 -0.011
H 0.547 0.028 0.092
H 0.438 -0.341 -0.537
H -0.096 0.224 -0.020
C -1.501 -0.462 0.057
C -0.087 0.990 -0.322
C -0.560 1.257 0.959
O 1.061 -0.501 -0.258
H -0.094 -0.251 -0.243
H -0.003 -0.158 0.395
H 0.319 -0.154 -0.223
H 0.025 -0.526 -0.206
H 0.433 -0.122 0.122
H 0.179 0.116 -0.383
H 0.065 -0.136 0.286
H 0.156 -0.063 -0.175

Charge ... 0
HOMO-LUMO gap ... 8.23 eV
Energy relative to the best compared isomer or geometry (same formula, charge and spin) ... 6.1401 eV
SMILES string ... CC1(C)CCCC(C)(C)N1O.CC1(C)CCCC(C)(C)N1O.CC1(C)CCCC(C)(C)N1O.CC1(C)CCCC(C)(C)N1O.CC1(C)CCCC(C)(C)N1O.CC1(C)CCCC(C)(C)N1O.CC(C)O